The following is a quantum chemistry calculation of C49H40N8OS3SeZn as an isolated structure at a distorted geometry, from the OMol25 dataset.

Output
E_tot: -7779.587245 a.u.
Orbital gap: 5.3 eV
HOMO energy: -5.8 eV

Cartesian coordinates (Å):
1 Zn 1.4594 2.2251 0.5311
2 O 2.5363 6.1726 0.1121
3 C 2.2354 4.9850 0.0061
4 N 1.7168 4.1446 0.9272
5 C 1.4078 4.6949 2.2247
6 C 0.6630 3.6734 3.1228
7 C -0.0969 4.1398 4.1675
8 C -0.5637 3.2065 5.1093
9 C -0.2703 1.8579 4.9427
10 C 0.4961 1.4765 3.8000
11 N 0.9391 2.3568 2.9174
12 C 2.5204 4.2231 -1.2920
13 C 2.7031 4.9586 -2.4557
14 C 2.9956 4.2753 -3.6329
15 C 3.2744 2.9165 -3.5639
16 C 3.1010 2.2889 -2.3381
17 N 2.6564 2.8865 -1.2096
18 H 2.3503 4.9399 2.7503
19 H 0.8547 5.5919 2.0831
20 H -0.2957 5.1803 4.3202
21 H -1.2275 3.5133 5.9149
22 H -0.6594 1.1018 5.5849
23 H 0.8363 0.4417 3.6272
24 H 2.5690 6.0264 -2.4698
25 H 3.0748 4.8465 -4.5730
26 H 3.5646 2.2941 -4.3883
27 H 3.1991 1.2055 -2.2761
28 N -0.2768 1.5745 -0.0197
29 S -1.4930 0.8431 -0.3629
30 N -1.3526 -0.8024 -0.6771
31 S -0.7383 -1.8723 0.2357
32 N 0.5993 -1.7295 0.9604
33 S 2.0215 -1.1229 0.3404
34 N 2.3008 0.2527 0.7267
35 C 3.1906 -2.4541 0.8829
36 C 4.5107 -2.3775 0.4565
37 C 5.4201 -3.3212 0.8365
38 C 5.0518 -4.3867 1.6626
39 C 3.7502 -4.5163 2.0228
40 C 2.7989 -3.5287 1.6394
41 C 2.0174 -1.3871 -1.4723
42 C 1.4635 -0.3791 -2.2262
43 C 1.5065 -0.4923 -3.5917
44 C 2.0762 -1.5941 -4.1784
45 C 2.6702 -2.5892 -3.4454
46 C 2.6135 -2.5106 -2.0434
47 C -0.6220 -3.2012 -0.8943
48 C -0.1436 -4.3981 -0.4480
49 C 0.0764 -5.4596 -1.2947
50 C -0.1602 -5.2638 -2.6319
51 C -0.6581 -4.0581 -3.1396
52 C -0.9258 -3.0230 -2.2352
53 C -1.8059 -2.4744 1.5165
54 C -1.4027 -2.3960 2.8305
55 C -2.2832 -2.7718 3.8209
56 C -3.5399 -3.2868 3.4919
57 C -3.8697 -3.4276 2.1337
58 C -3.0414 -2.9749 1.1307
59 C -2.2656 1.3173 -1.8833
60 C -3.1003 2.4268 -1.8449
61 C -3.6030 2.8746 -3.0461
62 C -3.3990 2.1936 -4.2174
63 C -2.5171 1.1387 -4.2543
64 C -1.9517 0.6632 -3.0739
65 C -2.7400 0.8815 0.8962
66 C -3.8304 0.0507 0.7786
67 C -4.7657 0.0130 1.8128
68 C -4.5637 0.8314 2.9385
69 C -3.4685 1.6930 3.0236
70 C -2.5736 1.7387 1.9901
71 H 4.8149 -1.5174 -0.1474
72 H 6.4332 -3.1623 0.5242
73 H 5.8047 -5.0767 1.9616
74 H 3.3961 -5.2588 2.6959
75 H 1.7923 -3.5776 2.1018
76 H 1.0048 0.4469 -1.6727
77 H 1.0941 0.2709 -4.2376
78 H 2.1444 -1.6309 -5.2552
79 H 3.0888 -3.4907 -3.8873
80 H 3.0366 -3.3404 -1.4736
81 H 0.1704 -4.5141 0.5818
82 H 0.4726 -6.3906 -0.9700
83 H 0.0453 -6.0684 -3.3082
84 H -0.8424 -3.9179 -4.1838
85 H -1.3839 -2.1022 -2.5896
86 H -0.4080 -2.0100 3.0675
87 H -1.9053 -2.6578 4.8356
88 H -4.2314 -3.6302 4.2746
89 H -4.7451 -4.0013 1.8506
90 H -3.3629 -3.0705 0.1049
91 H -3.2488 2.8823 -0.8822
92 H -4.2740 3.6895 -3.0433
93 H -3.8339 2.5173 -5.1238
94 H -2.2092 0.6343 -5.2009
95 H -1.2282 -0.1133 -3.1367
96 H -3.8935 -0.6431 -0.0789
97 H -5.4904 -0.7676 1.8973
98 H -5.2713 0.7414 3.7171
99 H -3.3779 2.3903 3.8534
100 H -1.7791 2.4341 2.0958
101 Se -1.3392 5.2403 -2.0660
102 C -1.6354 4.8352 -0.2495
103 N -1.8540 4.5418 0.8549

***

The following is a quantum chemistry calculation of C49H41GeN4PSe3W as an isolated structure at a distorted geometry, from the OMol25 dataset.

Output
Energy relative to the best compared isomer or geometry (same formula, charge and spin): 0.000 eV
E_tot: -11800.039532 a.u.
Orbital gap: 6.5 eV
Charge: +2
HOMO energy: -13.3 eV

Cartesian coordinates (Å):
1 W 0.2953 0.5479 0.2140
2 Se -0.3137 -1.5698 -1.3312
3 P 1.4526 -0.9546 -2.4350
4 Se 2.3333 0.6968 -1.2016
5 C 2.6608 -2.2545 -2.5848
6 C 2.2506 -3.5854 -2.5237
7 C 3.1813 -4.5991 -2.7056
8 C 4.5121 -4.2850 -2.9406
9 C 4.9246 -2.9579 -2.9926
10 C 4.0033 -1.9390 -2.8135
11 C 1.0949 -0.2816 -4.0436
12 C 0.1573 0.7508 -4.1528
13 C -0.0541 1.3502 -5.3805
14 C 0.6623 0.9257 -6.4972
15 C 1.5826 -0.1041 -6.3913
16 C 1.8077 -0.7113 -5.1626
17 H 1.2134 -3.8332 -2.3364
18 H 2.8661 -5.6330 -2.6616
19 H 5.2345 -5.0783 -3.0841
20 H 5.9635 -2.7192 -3.1759
21 H 4.3332 -0.9076 -2.8541
22 H -0.4047 1.0773 -3.2857
23 H -0.7803 2.1486 -5.4725
24 H 0.4979 1.4014 -7.4551
25 H 2.1274 -0.4407 -7.2629
26 H 2.5183 -1.5232 -5.0895
27 Se -0.9971 -4.7226 5.9304
28 N 0.3711 -4.4660 4.8197
29 C 0.0379 -3.4543 4.0619
30 C 0.9155 -2.9086 3.0194
31 C 2.1761 -3.4398 2.7488
32 C 2.9335 -2.8544 1.7663
33 C 2.4317 -1.7506 1.0823
34 N 1.2272 -1.2369 1.3304
35 C 0.4780 -1.8208 2.2838
36 C -0.8531 -1.2549 2.4940
37 N -1.1999 -0.2370 1.6876
38 C -2.3695 0.3644 1.8870
39 C -3.2554 -0.0428 2.8809
40 C -2.9233 -1.1048 3.6815
41 C -1.6892 -1.7273 3.4885
42 C -1.2414 -2.8619 4.3038
43 N -1.9620 -3.3837 5.2619
44 H 2.5265 -4.2938 3.3149
45 H 3.9180 -3.2244 1.5150
46 H 3.0218 -1.2665 0.3245
47 H -2.6099 1.1864 1.2357
48 H -4.1881 0.4912 2.9962
49 H -3.5839 -1.4682 4.4587
50 C -4.3699 1.0554 -2.2813
51 C -3.5030 2.2688 -1.9030
52 C -3.1029 3.0599 -3.1612
53 C -4.2548 3.1820 -0.9243
54 C -2.2631 1.8048 -1.2721
55 C -1.1899 1.5277 -0.7565
56 H -5.3081 1.4042 -2.7164
57 H -4.6039 0.4510 -1.4038
58 H -3.8610 0.4265 -3.0126
59 H -4.0054 3.4581 -3.6287
60 H -2.5993 2.4136 -3.8823
61 H -2.4420 3.8908 -2.9083
62 H -5.1667 3.5434 -1.4024
63 H -3.6453 4.0456 -0.6514
64 H -4.5428 2.6435 -0.0176
65 C 0.8977 1.5185 1.6811
66 Ge 0.3388 3.5253 1.5169
67 C -0.1383 4.4187 -0.1267
68 C -1.0122 5.4995 0.0021
69 C -1.3050 6.3072 -1.0953
70 C -0.7170 6.0527 -2.3251
71 C 0.1788 4.9960 -2.4553
72 C 0.4659 4.1893 -1.3658
73 C 2.0389 4.2569 2.0466
74 C 3.1852 3.8889 1.3408
75 C 4.4093 4.4750 1.6347
76 C 4.4958 5.4308 2.6387
77 C 3.3620 5.8038 3.3467
78 C 2.1351 5.2177 3.0557
79 C -1.0739 3.6103 2.8072
80 C -2.4070 3.6785 2.3903
81 C -3.4366 3.6858 3.3225
82 C -3.1459 3.6109 4.6806
83 C -1.8267 3.5314 5.1066
84 C -0.7951 3.5280 4.1744
85 H 1.2312 1.4246 2.7135
86 H -1.4681 5.7396 0.9557
87 H -1.9834 7.1430 -0.9794
88 H -0.9425 6.6832 -3.1757
89 H 0.6649 4.8079 -3.4061
90 H 1.1755 3.3821 -1.5011
91 H 3.1306 3.1524 0.5454
92 H 5.2945 4.1925 1.0793
93 H 5.4485 5.8909 2.8662
94 H 3.4311 6.5546 4.1234
95 H 1.2582 5.5344 3.6088
96 H -2.6427 3.7581 1.3356
97 H -4.4660 3.7663 2.9930
98 H -3.9474 3.6284 5.4083
99 H -1.5999 3.4843 6.1640
100 H 0.2299 3.4683 4.5249

***

The following is a quantum chemistry calculation of C49H41N8PdS4 as an isolated structure at a distorted geometry, from the OMol25 dataset.

Output
E_tot: -4050.014858 a.u.
Orbital gap (spin up / spin down): 6.0 / 6.2 eV
Charge: +1
HOMO energy (spin up / spin down): -8.9 / -9.0 eV

Cartesian coordinates (Å):
1 Pd -0.3819 0.4700 -0.1566
2 N -0.5451 -1.3903 -1.0743
3 S -1.6926 -2.2894 -1.1999
4 N -1.6949 -3.6505 -0.2374
5 S -2.3353 -3.7557 1.1629
6 N -2.2376 -2.6213 2.2055
7 S -0.8911 -1.6557 2.4169
8 N -0.7479 -0.4721 1.6003
9 C 0.4557 -2.8505 2.4235
10 C 1.2632 -2.9281 1.3018
11 C 2.2915 -3.8587 1.2877
12 C 2.5055 -4.6783 2.3874
13 C 1.6911 -4.5830 3.5088
14 C 0.6526 -3.6659 3.5298
15 C -1.0985 -1.2047 4.1349
16 C -1.9191 -1.8838 5.0202
17 C -1.9985 -1.4402 6.3318
18 C -1.2604 -0.3377 6.7394
19 C -0.4452 0.3357 5.8384
20 C -0.3630 -0.0951 4.5251
21 C -1.6782 -5.2744 1.8199
22 C -0.7644 -6.0339 1.1117
23 C -0.2550 -7.1794 1.7038
24 C -0.6617 -7.5457 2.9788
25 C -1.5928 -6.7782 3.6709
26 C -2.1067 -5.6335 3.0905
27 C -4.0868 -4.0805 1.0615
28 C -4.5032 -5.1309 0.2568
29 C -5.8551 -5.4120 0.1718
30 C -6.7679 -4.6483 0.8902
31 C -6.3358 -3.5990 1.6881
32 C -4.9834 -3.3075 1.7803
33 C -3.3885 -1.6562 -0.9972
34 C -3.6152 -0.6325 -0.0888
35 C -4.9042 -0.1483 0.0786
36 C -5.9527 -0.6797 -0.6588
37 C -5.7157 -1.6983 -1.5696
38 C -4.4301 -2.1907 -1.7429
39 C -1.6723 -3.0928 -2.8017
40 C -2.3181 -4.2936 -3.0580
41 C -2.3165 -4.7936 -4.3508
42 C -1.6563 -4.1031 -5.3592
43 C -0.9835 -2.9215 -5.0810
44 C -0.9971 -2.4042 -3.7954
45 H 1.0822 -2.2629 0.4647
46 H 2.9342 -3.9368 0.4209
47 H 3.3197 -5.3916 2.3778
48 H 1.8682 -5.2136 4.3699
49 H 0.0158 -3.5732 4.3990
50 H -2.5020 -2.7294 4.6780
51 H -2.6396 -1.9542 7.0354
52 H -1.3260 0.0042 7.7638
53 H 0.1227 1.2002 6.1535
54 H 0.2363 0.4271 3.7893
55 H -0.4590 -5.7148 0.1238
56 H 0.4626 -7.7862 1.1685
57 H -0.2497 -8.4327 3.4414
58 H -1.9141 -7.0727 4.6605
59 H -2.8304 -5.0147 3.6085
60 H -3.7719 -5.7196 -0.2853
61 H -6.1976 -6.2277 -0.4501
62 H -7.8238 -4.8761 0.8279
63 H -7.0493 -3.0042 2.2424
64 H -4.6092 -2.4964 2.3894
65 H -2.7982 -0.2059 0.4787
66 H -5.0828 0.6554 0.7807
67 H -6.9547 -0.2900 -0.5331
68 H -6.5265 -2.1060 -2.1589
69 H -4.2484 -2.9635 -2.4739
70 H -2.7968 -4.8307 -2.2498
71 H -2.8302 -5.7192 -4.5732
72 H -1.6670 -4.4921 -6.3689
73 H -0.4520 -2.3946 -5.8616
74 H -0.4891 -1.4816 -3.5469
75 S 0.3938 2.3395 0.8766
76 C 1.2631 2.8663 -0.5731
77 N 2.0406 3.9073 -0.4047
78 N 2.8102 4.4250 -1.3465
79 C 3.4426 3.8731 -2.4725
80 C 3.8071 2.5270 -2.5547
81 C 4.4806 2.0661 -3.6700
82 C 4.8028 2.9268 -4.7118
83 C 4.4652 4.2674 -4.6196
84 C 3.7979 4.7423 -3.5038
85 N 0.9722 2.3507 -1.7768
86 N 0.0764 1.4489 -1.7853
87 C -0.5233 1.2326 -3.0332
88 C 0.1422 1.4870 -4.2358
89 C -0.5173 1.2898 -5.4352
90 C -1.8329 0.8448 -5.4572
91 C -2.5038 0.6178 -4.2627
92 C -1.8547 0.8124 -3.0588
93 H 2.9794 5.4030 -1.1765
94 H 3.5951 1.8597 -1.7329
95 H 4.7660 1.0237 -3.7271
96 H 5.3283 2.5575 -5.5821
97 H 4.7194 4.9454 -5.4233
98 H 3.5344 5.7911 -3.4288
99 H 1.1684 1.8303 -4.2052
100 H -0.0069 1.4938 -6.3675
101 H -2.3415 0.7026 -6.4015
102 H -3.5416 0.3089 -4.2679
103 H -2.3727 0.7115 -2.1180

***

The following is a quantum chemistry calculation of C49H43IrN5P2SSe as an isolated structure at a distorted geometry, from the OMol25 dataset.

Output
Multiplicity: 6
Energy relative to the best compared isomer or geometry (same formula, charge and spin): 0.647 eV
E_tot: -5751.943466 a.u.
Orbital gap (spin up / spin down): 4.2 / 5.1 eV
Charge: +4
HOMO energy (spin up / spin down): -15.6 / -18.1 eV

Cartesian coordinates (Å):
1 Ir -0.0238 -0.5258 0.1671
2 C 0.6789 2.4994 1.8351
3 N 0.3113 3.4134 0.7592
4 C -0.8526 2.9589 0.0014
5 P -0.7918 1.3758 -0.9699
6 C 0.3060 1.5734 -2.3720
7 C 0.4117 0.4826 -3.2437
8 C 1.2605 0.5442 -4.3357
9 C 2.0192 1.6883 -4.5580
10 C 1.9280 2.7673 -3.6884
11 C 1.0755 2.7116 -2.5950
12 C -2.4956 1.3343 -1.5316
13 C -3.4997 1.0552 -0.5964
14 C -4.8279 1.0812 -0.9809
15 C -5.1610 1.3709 -2.3010
16 C -4.1691 1.6455 -3.2318
17 C -2.8327 1.6340 -2.8531
18 C 0.8075 4.6739 0.6562
19 C 0.3738 5.5654 -0.3837
20 C 0.8584 6.8392 -0.4608
21 C 1.7934 7.3079 0.4790
22 C 2.2385 6.4552 1.5035
23 C 1.7707 5.1760 1.5957
24 P 1.4959 0.8978 1.3400
25 C 2.0148 0.2802 2.9406
26 C 3.3644 0.1896 3.2841
27 C 3.7163 -0.2899 4.5385
28 C 2.7330 -0.6709 5.4419
29 C 1.3873 -0.5879 5.0972
30 C 1.0248 -0.1225 3.8453
31 C 2.9133 1.3107 0.3252
32 C 3.1888 0.5456 -0.8095
33 C 4.2953 0.8352 -1.5915
34 C 5.1269 1.8925 -1.2470
35 C 4.8589 2.6585 -0.1173
36 C 3.7575 2.3690 0.6708
37 H -0.2252 2.2291 2.3892
38 H 1.3469 2.9644 2.5500
39 H -1.2058 3.7156 -0.6900
40 H -1.6719 2.7970 0.7109
41 H -0.2027 -0.4014 -3.0866
42 H 1.3226 -0.2870 -5.0252
43 H 2.6747 1.7413 -5.4168
44 H 2.5152 3.6576 -3.8682
45 H 1.0242 3.5609 -1.9275
46 H -3.2475 0.8571 0.4429
47 H -5.6074 0.8909 -0.2558
48 H -6.2002 1.3929 -2.6000
49 H -4.4346 1.8816 -4.2530
50 H -2.0663 1.8634 -3.5817
51 H -0.3410 5.2618 -1.1300
52 H 0.5129 7.4946 -1.2484
53 H 2.1626 8.3232 0.4180
54 H 2.9454 6.8189 2.2365
55 H 2.1242 4.5787 2.4192
56 H 4.1349 0.4874 2.5847
57 H 4.7599 -0.3583 4.8130
58 H 3.0148 -1.0350 6.4205
59 H 0.6274 -0.8848 5.8068
60 H -0.0269 -0.0745 3.5739
61 H 2.5388 -0.2772 -1.0893
62 H 4.5110 0.2381 -2.4667
63 H 5.9937 2.1174 -1.8538
64 H 5.5199 3.4696 0.1565
65 H 3.5827 2.9480 1.5676
66 Se 0.6309 -5.2455 -2.8539
67 N 2.1860 -5.3193 -2.0698
68 C 2.2810 -4.4280 -1.0880
69 C 3.3941 -4.3069 -0.2311
70 C 3.3088 -3.3928 0.7905
71 C 2.1801 -2.5879 0.9159
72 N 1.1047 -2.6254 0.0935
73 C 1.1379 -3.5695 -0.8730
74 N 0.1323 -3.8598 -1.7201
75 H 4.2540 -4.9441 -0.3833
76 H 4.1088 -3.2793 1.5083
77 H 2.1263 -1.8787 1.7291
78 N -1.6968 -1.5007 0.6774
79 S -1.7559 -3.1200 1.0686
80 C -3.2897 -3.3487 1.8943
81 C -4.4982 -2.9778 1.3005
82 C -5.6631 -3.1662 2.0191
83 C -5.6140 -3.7243 3.2969
84 C -4.4045 -4.0927 3.8689
85 C -3.2218 -3.9027 3.1682
86 C -2.0358 -3.8740 -0.5280
87 C -1.2653 -3.3325 -1.7053
88 C -1.9054 -3.7334 -3.0091
89 C -2.7307 -4.8020 -3.0853
90 C -3.1377 -5.4964 -1.9193
91 C -2.8374 -4.9658 -0.6457
92 H -2.6146 -1.0656 0.7470
93 H -4.5305 -2.5733 0.2956
94 H -6.6150 -2.8939 1.5846
95 H -6.5335 -3.8778 3.8455
96 H -4.3795 -4.5307 4.8569
97 H -2.2712 -4.1877 3.6006
98 H -1.1684 -2.2383 -1.6513
99 H -1.6389 -3.1643 -3.8909
100 H -3.1161 -5.1171 -4.0463
101 H -3.7574 -6.3777 -1.9989
102 H -3.3022 -5.4065 0.2274